[1]
11
Properties=species:S:1:pos:R:3:forces:R:3:lowdin_charge:R:1 method="wB97M-V/def2-TZVPD" total_charge=+2 homo_lumo_gap_ha="0.3318 / 0.2951" energy_ev=-12442.1968 multiplicity=2 lumo_ev="-12.05 / -13.17"
H -4.4999 0.7316 -0.5914 -0.2 -1.6 0.5 0.140
O -2.5590 0.3777 -0.4128 1.3 0.8 2.2 -0.040
O -1.3866 0.6179 -0.9317 -0.8 -3.9 1.1 -0.177
C -3.7060 0.2140 -1.1449 -1.6 3.1 -4.9 0.037
H -3.6301 -0.7687 -1.6163 -1.0 -0.3 0.4 0.149
Hg -0.9407 2.3447 -1.6681 2.8 2.3 1.3 1.579
O -2.0571 2.8838 -3.1317 -2.8 -0.4 -3.3 -0.216
C -3.2366 2.5986 -3.4870 0.9 5.1 -1.0 0.057
H -3.4110 2.6178 -4.5815 0.1 -1.5 0.2 0.159
H -3.9131 1.0306 -2.2466 1.4 -2.3 2.8 0.169
H -4.0285 3.1410 -2.9380 -0.3 -1.4 0.6 0.142

[2]
10
Properties=species:S:1:pos:R:3:forces:R:3:lowdin_charge:R:1 method="wB97M-V/def2-TZVPD" total_charge=0 homo_lumo_gap_ha=0.2760 energy_ev=-27645.5827 multiplicity=1 e_above_lowest_kcal_mol=0.0 smiles=CCP(I)I lumo_ev=-1.73
C -1.0151 0.9152 0.0969 -0.1 -0.2 0.0 -0.201
C 0.3540 0.3040 -0.1685 0.0 -0.1 0.2 -0.705
P 0.3026 -1.4188 -0.8649 2.1 0.3 0.5 0.267
I 3.1928 -1.6132 -0.4396 -2.1 0.0 -0.3 0.032
I -0.6129 -2.6127 1.0230 0.1 0.0 0.0 0.344
H -1.5302 0.3807 0.8951 0.0 0.0 0.0 0.031
H -0.8924 1.9495 0.4072 0.0 0.1 0.0 0.072
H -1.6391 0.9020 -0.7939 -0.1 0.0 -0.1 0.066
H 0.9413 0.2933 0.7532 0.0 0.0 -0.2 0.035
H 0.8990 0.9002 -0.9084 0.0 -0.2 0.0 0.058

[3]
9
Properties=species:S:1:pos:R:3:forces:R:3:lowdin_charge:R:1 method="wB97M-V/def2-TZVPD" total_charge=+1 homo_lumo_gap_ha=0.3341 energy_ev=-11734.1682 multiplicity=1 e_above_lowest_kcal_mol=83.0 lumo_ev=-5.23
C -0.4087 0.8106 0.3107 1.9 1.3 2.1 -0.147
C 0.5066 0.0577 -0.5300 -0.2 -1.4 -4.5 -0.836
N -0.4054 -0.6838 0.3613 -2.0 -1.5 -0.8 0.012
I 2.4844 -0.0179 0.0277 0.5 -0.1 -0.1 1.009
H 0.0882 1.2972 1.2187 -0.9 -0.7 -1.4 0.146
H -1.2669 1.3155 -0.0761 -0.7 -0.2 -0.1 0.126
H 0.2394 -0.4403 -2.2393 0.5 1.5 4.2 0.302
H 0.0751 -1.3298 1.0475 -1.1 1.2 -0.5 0.179
H -1.3127 -1.0092 -0.1204 2.0 -0.1 1.2 0.208

[4]
9
Properties=species:S:1:pos:R:3:forces:R:3:lowdin_charge:R:1 method="wB97M-V/def2-TZVPD" total_charge=+1 homo_lumo_gap_ha=0.3632 energy_ev=-11736.9881 multiplicity=1 e_above_lowest_kcal_mol=18.0 smiles=I[C@@H]1C[NH2+]1 lumo_ev=-4.57
I -1.6341 1.4789 -1.5278 0.7 -0.6 1.5 0.910
C -0.6862 0.5438 0.2132 0.3 -0.7 -1.3 -0.528
C 0.7658 0.2748 0.2233 -0.7 0.6 1.6 -0.159
N -0.0346 -0.8413 -0.2149 -0.1 -0.4 -1.0 0.063
H -1.1720 0.4968 1.1977 -0.2 0.0 -0.8 0.110
H 1.4821 0.7356 -0.3593 1.0 0.8 -1.7 0.112
H 1.1462 0.0072 1.1883 0.3 0.4 0.5 0.134
H 0.0263 -1.1543 -1.2243 -0.5 0.5 1.6 0.191
H 0.1065 -1.5414 0.5037 -0.8 -0.7 -0.5 0.167

[5]
10
Properties=species:S:1:pos:R:3:forces:R:3:lowdin_charge:R:1 method="wB97M-V/def2-TZVPD" total_charge=0 homo_lumo_gap_ha=0.3448 energy_ev=-13232.8475 multiplicity=1 e_above_lowest_kcal_mol=37.0 smiles="C=NI.C=N" lumo_ev=0.28
C -0.1856 0.6473 -1.6047 -0.5 0.1 2.8 -0.262
N 0.9495 1.0910 -1.2357 -0.4 0.0 -0.9 -0.572
I 1.2106 2.3314 0.3201 -0.3 0.4 0.6 0.724
H 0.0091 -0.0882 -2.3191 -0.4 -1.1 -1.8 0.040
H -1.2090 0.5816 -1.0557 1.8 1.0 -1.0 0.090
C -0.1130 -0.7982 1.5760 -2.7 1.9 -2.1 -0.146
N -0.7176 -1.0065 0.4475 2.1 -0.2 1.0 -0.018
H 0.7093 -1.2908 2.0263 1.0 -0.6 0.0 0.051
H -0.5064 0.1363 2.0264 0.2 -1.0 0.8 0.039
H -0.1469 -1.6039 -0.1810 -0.7 -0.5 0.8 0.053

[6]
12
Properties=species:S:1:pos:R:3:forces:R:3:lowdin_charge:R:1 method="wB97M-V/def2-TZVPD" total_charge=0 homo_lumo_gap_ha=0.3151 energy_ev=-17325.9217 multiplicity=1 e_above_lowest_kcal_mol=55.7 lumo_ev=-0.60
C 0.3155 0.6761 0.3365 0.9 -0.6 -0.2 -0.090
C 0.9458 -0.5615 0.9257 -0.3 1.2 -4.3 -0.248
N 1.4547 -1.4716 0.2070 0.4 -1.5 1.4 -0.099
O 1.4403 -1.4662 -1.1475 -1.6 3.2 -1.1 -0.095
H 0.3361 1.4006 1.1479 -0.7 0.2 -0.2 0.068
H -0.7081 0.3243 0.0161 1.0 1.2 -0.1 0.106
H 1.0669 1.0811 -0.4321 -1.6 -0.4 0.5 0.068
H 0.9824 -0.5892 1.9387 0.5 -0.9 2.9 0.075
H 0.9924 -0.5789 -1.5210 1.3 -2.5 1.2 0.139
O 4.3088 -2.2707 0.5494 0.4 -0.6 -0.7 -0.031
N 4.0700 -1.2666 1.0043 -0.5 -0.4 1.6 -0.404
I 4.3935 0.5441 -0.1651 0.3 1.0 -0.9 0.511

[7]
11
Properties=species:S:1:pos:R:3:forces:R:3:lowdin_charge:R:1 method="wB97M-V/def2-TZVPD" total_charge=0 homo_lumo_gap_ha="0.2685 / 0.2698" energy_ev=-24067.8541 multiplicity=1 e_above_lowest_kcal_mol=46.4 smiles="C=C(N)I.N=S" lumo_ev="-1.34 / -1.34"
C 0.6563 0.7104 -1.1527 1.4 -0.8 3.7 -0.070
C 0.7857 0.6226 0.1864 1.8 -0.7 -2.3 -0.931
N 0.0044 1.1213 1.1530 -2.0 2.0 -0.2 -0.029
I 2.5672 -0.2857 0.9902 -0.5 0.0 -0.3 0.756
H 1.3991 0.2829 -1.7183 1.5 -0.6 -1.5 0.009
H -0.1663 1.1235 -1.5710 -2.5 1.3 -1.3 0.020
H -0.3076 0.3368 1.7341 -0.7 1.0 0.1 0.052
H -0.6675 1.8549 0.6993 1.0 -2.2 1.7 0.155
N -1.0666 -2.0383 -0.3694 0.0 0.1 -0.4 -0.515
S -1.6143 -2.3425 1.0559 -0.1 0.4 -0.7 0.557
H -1.5905 -1.3858 -1.0074 0.1 -0.5 1.1 -0.003

[8]
10
Properties=species:S:1:pos:R:3:forces:R:3:lowdin_charge:R:1 method="wB97M-V/def2-TZVPD" total_charge=0 homo_lumo_gap_ha=0.3324 energy_ev=-31925.4949 multiplicity=1 e_above_lowest_kcal_mol=19.2 lumo_ev=0.31
C -0.3176 0.7168 -0.6693 2.5 -1.2 0.8 -0.264
C -1.0767 -0.3241 0.2285 1.9 -0.4 -4.7 -1.166
S 1.3285 -2.2700 0.1870 -0.1 0.6 1.3 0.284
S -0.5828 -1.9934 -0.4730 -1.1 -0.3 0.2 0.294
I -3.1412 -0.1188 0.0337 -0.3 -0.1 0.2 0.848
H -0.2327 0.5454 -1.7516 -1.1 -0.2 0.4 0.073
H 0.8023 0.7944 -0.4371 -1.3 -0.7 0.3 0.085
H -0.6192 1.6731 -0.4141 -1.0 2.1 0.0 0.019
H -0.6899 -0.4035 1.1747 0.3 0.5 2.6 -0.022
H 1.0548 -2.1200 1.5502 0.3 -0.4 -1.1 -0.150